This record from OMol25 describes C22H33IN7O3SSiV as an isolated structure. The level of theory is wB97M-V/def2-TZVPD.

Last column: Löwdin spin population.
Geometry (Å):
V -0.737 0.394 -1.363  2.80
N -1.789 -0.440 0.486  0.01
C -2.696 0.263 1.400  0.00
C -1.928 1.174 2.353  0.00
N -0.968 2.039 1.693  0.01
C -1.454 3.314 1.208  0.00
C -2.176 3.238 -0.133  0.00
N -1.344 2.614 -1.167  0.02
H -2.258 -1.192 -0.017  0.00
H -1.065 -0.893 1.038  0.00
H -3.279 -0.436 2.009  0.00
H -3.409 0.832 0.803  0.00
H -1.376 0.541 3.053  0.00
H -2.659 1.743 2.948  0.00
H -0.151 2.166 2.270  0.00
H -0.586 3.968 1.085  0.00
H -2.125 3.809 1.928  0.00
H -2.469 4.257 -0.408  0.00
H -3.098 2.663 -0.044  0.00
H -0.494 3.152 -1.315  0.00
H -1.815 2.650 -2.069  0.00
I 0.568 1.374 -3.648  0.02
C 1.177 -2.719 -2.669  0.00
Si -0.641 -2.964 -2.284  0.01
C -1.375 -4.185 -3.517  0.00
C -0.765 -3.815 -0.601  0.00
N -1.453 -1.467 -2.188  0.03
C -2.417 -0.915 -2.996  0.00
C -3.305 0.046 -2.458  0.00
C -4.211 0.744 -3.252  0.00
C -4.293 0.495 -4.609  0.00
C -3.439 -0.463 -5.160  0.00
C -2.521 -1.138 -4.387  0.00
H 1.735 -3.658 -2.616  0.00
H 1.631 -2.013 -1.968  0.00
H 1.301 -2.295 -3.668  0.00
H -1.039 -5.198 -3.279  0.00
H -1.069 -3.968 -4.542  0.00
H -2.467 -4.173 -3.483  0.00
H -0.355 -4.827 -0.646  0.00
H -1.809 -3.890 -0.283  0.00
H -0.216 -3.282 0.180  0.00
H -3.320 0.208 -1.383  0.00
H -4.874 1.469 -2.792  0.00
H -5.000 1.029 -5.228  0.00
H -3.476 -0.660 -6.226  0.00
H -1.828 -1.828 -4.851  0.00
O 4.900 -0.077 7.478  0.00
S 4.552 -0.893 6.334  0.00
O 3.155 -1.270 6.257  0.00
O 5.495 -1.953 6.014  0.00
C 4.798 0.214 4.903  0.00
N 5.858 1.026 4.923  0.00
C 6.043 1.783 3.853  0.00
C 5.193 1.764 2.758  0.00
C 4.125 0.885 2.836  0.00
N 3.935 0.109 3.899  0.00
C 3.114 0.740 1.762  0.01
C 2.791 1.769 0.885  0.00
C 1.769 1.590 -0.028  0.02
N 1.083 0.449 -0.137  0.02
C 1.445 -0.564 0.661  0.02
C 2.423 -0.461 1.626  0.00
H 6.913 2.433 3.868  0.00
H 5.374 2.382 1.889  0.00
H 3.301 2.721 0.935  0.00
H 1.495 2.376 -0.719  0.00
H 0.919 -1.499 0.508  0.00
H 2.655 -1.284 2.289  0.00

## Properties
Net charge: -1
Molecular weight, g mol⁻¹: 681.55
Kohn-Sham gap (spin up / spin down), eV: 6.86 / 7.10
E_tot, eV: -92430.3292
Multiplicity: 4

---

This record from OMol25 describes C22H33IrN9 as an isolated structure. The level of theory is wB97M-V/def2-TZVPD.

Last column: Löwdin spin population.
Geometry (Å):
Ir -0.065 -0.055 0.110  0.01
C -3.162 0.492 -0.226  0.01
N -2.969 1.858 -0.624  0.00
C -4.095 2.768 -0.786  0.00
C -3.414 4.059 -1.223  0.00
N -1.992 3.723 -1.252  0.00
C -1.052 4.783 -1.576  0.00
C -1.789 2.434 -0.934  0.00
N -0.636 1.746 -0.910  -0.02
C 0.608 2.325 -1.416  0.00
C 1.544 1.274 -1.961  0.00
N 1.863 0.250 -0.959  -0.05
C 3.002 -0.408 -0.990  0.01
N 3.360 -1.366 -0.075  0.31
C 2.574 -1.775 1.054  0.03
C 4.638 -1.977 -0.353  0.05
C 5.115 -1.234 -1.576  0.06
N 4.049 -0.310 -1.883  0.39
C 4.228 0.559 -3.030  0.04
H -4.109 0.398 0.301  0.00
H -2.353 0.183 0.455  0.00
H -3.173 -0.188 -1.084  0.00
H -4.652 2.881 0.146  0.00
H -4.800 2.387 -1.528  0.00
H -3.596 4.885 -0.532  0.00
H -3.745 4.408 -2.204  0.00
H -1.532 5.741 -1.388  0.00
H -0.780 4.776 -2.635  0.00
H -0.151 4.737 -0.971  0.00
H 1.120 2.878 -0.623  0.00
H 0.417 3.007 -2.244  0.00
H 2.425 1.818 -2.293  0.00
H 1.085 0.799 -2.834  0.00
H 2.278 -0.901 1.638  0.01
H 3.166 -2.431 1.690  0.00
H 1.687 -2.326 0.726  0.02
H 4.526 -3.055 -0.530  0.03
H 5.317 -1.870 0.501  0.02
H 5.301 -1.891 -2.436  0.03
H 6.055 -0.690 -1.405  0.03
H 5.119 0.242 -3.568  0.00
H 4.392 1.598 -2.726  0.02
H 3.381 0.511 -3.715  0.01
N -1.536 -2.459 2.078  0.00
C -0.966 -1.448 2.807  0.00
C -1.027 -1.555 4.205  0.00
C -0.496 -0.563 4.994  0.00
C 0.093 0.550 4.382  0.00
C 0.130 0.594 3.016  0.00
N -0.382 -0.385 2.227  0.00
C -1.602 -2.754 0.742  0.00
C -2.296 -3.918 0.373  0.00
C -2.397 -4.264 -0.953  0.00
C -1.799 -3.444 -1.919  0.00
C -1.135 -2.325 -1.497  0.00
N -1.031 -1.975 -0.191  0.00
H -2.006 -3.141 2.658  0.00
H -1.483 -2.429 4.652  0.00
H -0.534 -0.645 6.073  0.00
H 0.508 1.361 4.963  0.00
H 0.573 1.439 2.502  0.00
H -2.740 -4.539 1.140  0.00
H -2.930 -5.159 -1.245  0.00
H -1.855 -3.678 -2.972  0.00
H -0.657 -1.660 -2.205  0.00

## Properties
Net charge: +4
Molecular weight, g mol⁻¹: 615.79
Kohn-Sham gap (spin up / spin down), eV: 5.55 / 3.94
E_tot, eV: -39557.2774
Multiplicity: 2

---

This record from OMol25 describes a 2-piece molecular cluster, C22H33N2O3 overall. The level of theory is wB97M-V/def2-TZVPD.

Last column: Löwdin charge in e.
Geometry (Å):
C 4.094 0.995 1.190  0.02
C 3.802 0.595 -0.312  -0.48
O 2.904 -0.169 -0.554  0.11
O 4.607 1.182 -1.291  -0.04
C 3.875 2.108 -2.112  -0.15
C 3.166 3.285 -1.278  -0.14
C 1.632 2.933 -1.227  -0.11
C 0.716 4.094 -0.721  -0.09
C 1.236 5.324 -0.141  0.03
C 0.298 6.350 0.351  0.03
C -1.148 6.067 0.212  0.05
C -1.604 4.809 -0.384  -0.22
O -2.923 4.472 -0.550  0.10
N -0.671 3.883 -0.815  0.07
C -1.140 2.597 -1.375  -0.20
C -1.433 1.521 -0.417  0.01
C -1.863 0.193 -0.873  -0.04
C -1.983 -0.031 -2.309  -0.04
C -1.698 1.062 -3.266  -0.04
C -1.266 2.398 -2.831  0.00
H 4.984 0.375 1.504  0.10
H 3.203 0.819 1.839  0.09
H 4.390 2.074 1.275  0.07
H 3.052 1.506 -2.608  0.13
H 4.472 2.555 -2.943  0.14
H 3.647 3.358 -0.262  0.11
H 3.381 4.272 -1.785  0.12
H 1.319 2.715 -2.290  0.13
H 1.412 2.047 -0.560  0.14
H 2.327 5.545 -0.040  0.12
H 0.674 7.305 0.801  0.13
H -1.885 6.814 0.579  0.13
H -3.353 5.187 -1.067  0.15
H -1.305 1.699 0.684  0.13
H -2.036 -0.581 -0.089  0.10
H -2.274 -1.033 -2.694  0.11
H -1.800 0.815 -4.354  0.11
H -1.023 3.203 -3.572  0.12
C -2.892 -4.903 3.511  -0.09
C -2.346 -4.107 2.332  -0.28
N -0.918 -4.294 2.121  -0.20
C -0.332 -3.313 1.219  -0.25
C -0.812 -3.305 -0.234  -0.09
C -0.472 -5.668 1.929  -0.25
C -1.101 -6.471 0.789  -0.08
H -2.321 -4.702 4.419  0.08
H -3.930 -4.621 3.698  0.07
H -2.875 -5.978 3.319  0.07
H -2.531 -3.049 2.547  0.11
H -2.929 -4.352 1.433  0.10
H 0.757 -3.420 1.229  0.11
H -0.519 -2.318 1.640  0.10
H -0.422 -4.153 -0.795  0.06
H -0.450 -2.401 -0.733  0.05
H -1.902 -3.304 -0.312  0.07
H -0.646 -6.215 2.861  0.10
H 0.616 -5.681 1.811  0.12
H -2.189 -6.391 0.772  0.07
H -0.858 -7.530 0.912  0.08
H -0.715 -6.169 -0.184  0.05

## Properties
Net charge: +1
Molecular weight, g mol⁻¹: 373.52
Kohn-Sham gap, eV: 5.54
E_tot, eV: -32462.9535
Multiplicity: 1

---

This record from OMol25 describes C22H34BCuN6OS3 as an isolated structure. The level of theory is wB97M-V/def2-TZVPD.

Last column: Löwdin charge in e.
Geometry (Å):
Cu 0.000 -0.003 1.822  -0.24
C -0.462 4.780 1.445  -0.08
C 0.574 4.695 0.330  -0.54
C 1.966 4.845 0.951  -0.03
C 0.301 5.842 -0.650  -0.04
N 0.576 3.427 -0.459  0.02
C 1.456 3.335 -1.529  -0.06
C 1.304 2.125 -2.082  -0.06
N 0.344 1.446 -1.370  0.02
B 0.001 -0.002 -1.798  -0.60
N -1.425 -0.429 -1.370  0.02
C -2.492 0.065 -2.082  -0.06
C -3.616 -0.406 -1.528  -0.06
N -3.258 -1.213 -0.458  0.02
C -1.890 -1.208 -0.365  -0.65
S -0.885 -1.962 0.801  0.70
C -4.356 -1.844 0.334  -0.54
C -3.913 -2.782 1.450  -0.08
C -5.177 -0.709 0.954  -0.03
C -5.217 -2.652 -0.643  -0.04
N 1.084 -1.023 -1.370  0.02
C 1.192 -2.193 -2.084  -0.06
C 2.163 -2.930 -1.531  -0.06
N 2.683 -2.216 -0.460  0.02
C 1.991 -1.036 -0.365  -0.65
S 2.139 0.211 0.802  0.70
C 3.782 -2.850 0.329  -0.54
C 4.373 -1.997 1.445  -0.08
C 4.911 -3.186 -0.651  -0.04
C 3.215 -4.131 0.948  -0.03
C -0.100 2.238 -0.366  -0.65
S -1.255 1.742 0.800  0.70
H -0.372 5.765 1.908  0.09
H -0.295 4.022 2.202  0.06
H -1.472 4.664 1.063  0.07
H 2.008 5.761 1.541  0.09
H 2.745 4.893 0.189  0.08
H 2.178 3.995 1.601  0.09
H 0.305 6.787 -0.107  0.09
H -0.675 5.715 -1.120  0.09
H 1.056 5.900 -1.434  0.07
H 2.122 4.130 -1.805  0.11
H 1.814 1.668 -2.912  0.13
H 0.001 -0.002 -3.004  0.12
H -2.350 0.734 -2.913  0.13
H -4.638 -0.224 -1.803  0.11
H -3.337 -2.260 2.206  0.06
H -3.311 -3.603 1.068  0.07
H -4.811 -3.193 1.915  0.09
H -4.544 -0.101 1.602  0.09
H -5.992 -1.127 1.547  0.09
H -5.607 -0.058 0.192  0.08
H -4.623 -3.437 -1.113  0.09
H -5.644 -2.027 -1.427  0.07
H -6.039 -3.117 -0.098  0.09
H 0.541 -2.405 -2.914  0.13
H 2.519 -3.905 -1.808  0.11
H 4.779 -1.064 1.065  0.07
H 5.180 -2.569 1.908  0.09
H 3.633 -1.763 2.203  0.06
H 5.290 -2.277 -1.120  0.09
H 4.584 -3.868 -1.436  0.07
H 5.727 -3.664 -0.109  0.09
H 2.372 -3.890 1.598  0.09
H 3.986 -4.626 1.537  0.09
H 2.866 -4.828 0.185  0.08
O -0.003 -0.002 4.738  0.13
C -0.002 -0.002 3.607  -0.16

## Properties
Molecular weight, g mol⁻¹: 569.11
Kohn-Sham gap, eV: 8.02
E_tot, eV: -112181.4364
Multiplicity: 1

---

> E_tot of number 2 (C22H33IrN9)?

-39557.2774 eV

---

> Which of these has the highest multiplicity?

C22H33IN7O3SSiV

---

> Which value of E_tot does entry 4 give?

-112181.4364 eV